(1)
ORCA calculation (ωB97M-V/def2-TZVPD) on a single C20H21ClN4O3S2 molecule.

Each line ends with the Mulliken charge.
Element x y z (Å)
C  1.701  -3.401  -0.597  -1.79
C  0.968  -2.094  -0.606  0.46
C  0.451  -1.581  -1.788  -0.70
C  -0.250  -0.381  -1.802  0.43
C  -0.816  0.146  -3.087  -1.85
C  -0.432  0.309  -0.615  -0.29
C  0.098  -0.181  0.577  -0.42
N  -0.103  0.505  1.782  0.30
C  0.139  1.920  1.898  -1.05
C  1.621  2.252  2.182  -0.78
C  2.575  1.309  1.501  0.32
O  3.273  0.518  2.082  -0.62
N  2.678  1.356  0.116  0.07
C  2.074  2.148  -0.806  0.52
N  1.285  3.142  -0.588  0.13
N  0.844  3.728  -1.695  -1.06
C  1.277  3.223  -2.787  0.69
C  0.932  3.704  -4.140  -1.08
S  2.363  1.854  -2.524  -0.22
S  -0.525  -0.385  3.133  1.41
O  0.522  -1.241  3.601  -0.67
O  -1.094  0.549  4.058  -0.77
C  -1.813  -1.398  2.406  -0.05
C  -1.631  -2.760  2.262  -0.12
C  -2.605  -3.517  1.634  -0.77
C  -3.748  -2.888  1.160  0.36
Cl  -4.959  -3.821  0.367  -0.21
C  -3.935  -1.520  1.314  -0.79
C  -2.954  -0.774  1.942  -0.29
C  0.791  -1.385  0.574  0.07
H  2.360  -3.465  0.264  0.40
H  2.286  -3.525  -1.506  0.44
H  0.988  -4.224  -0.543  0.30
H  0.595  -2.120  -2.713  0.46
H  -1.144  1.177  -2.974  0.32
H  -0.074  0.093  -3.882  0.39
H  -1.673  -0.455  -3.392  0.44
H  -0.990  1.234  -0.616  0.41
H  -0.468  2.273  2.733  0.55
H  -0.175  2.424  0.983  0.44
H  1.813  3.272  1.847  0.50
H  1.816  2.163  3.251  0.40
H  3.299  0.645  -0.253  0.25
H  0.472  2.906  -4.721  0.27
H  0.241  4.537  -4.054  0.32
H  1.829  4.030  -4.664  0.34
H  -0.730  -3.209  2.648  0.49
H  -2.483  -4.581  1.511  0.45
H  -4.835  -1.054  0.945  0.43
H  -3.065  0.289  2.083  0.48
H  1.209  -1.747  1.499  0.73

HOMO-LUMO gap ... 8.974 eV
Spin multiplicity ... 1
Total charge ... 0
F_max ... 1.63 eV Å⁻¹
Calculated total energy ... -2476.0493 Ha
SMILES string ... Cc1cc(C)cc(N(CCC(=O)Nc2nnc(C)s2)S(=O)(=O)c2ccc(Cl)cc2)c1
M ... 465.00 g/mol

=====

(2)
ORCA calculation (ωB97M-V/def2-TZVPD) on 10 unconnected molecules or ions with the total composition C19H37Cl21.

Each line ends with the Mulliken charge.
Element x y z (Å)
Cl  -5.529  2.905  2.731  -0.12
C  -7.210  2.373  3.222  0.06
Cl  -8.354  3.849  3.353  -0.13
Cl  -7.190  1.495  4.707  -0.10
H  -7.509  1.546  2.578  0.28
Cl  2.928  -7.766  -0.688  -0.20
C  2.488  -6.462  0.522  -0.44
C  1.469  -6.885  1.589  -0.35
Cl  2.187  -7.795  2.886  -0.17
H  2.086  -5.638  -0.067  0.27
H  3.395  -6.122  1.021  0.33
H  0.696  -7.499  1.127  0.30
H  1.067  -5.950  1.979  0.26
Cl  3.890  6.918  -7.260  -0.18
C  2.847  7.487  -5.913  -0.31
C  3.723  8.266  -4.929  -0.49
Cl  4.136  9.928  -5.586  -0.19
H  2.441  6.635  -5.368  0.26
H  2.006  8.028  -6.347  0.31
H  4.715  7.831  -4.811  0.31
H  3.260  8.461  -3.961  0.30
Cl  -2.291  -3.247  9.504  -0.19
C  -1.167  -2.129  8.652  -0.38
C  -1.714  -2.003  7.238  -0.47
Cl  -0.828  -0.891  6.216  -0.19
H  -0.179  -2.588  8.640  0.29
H  -1.068  -1.185  9.190  0.32
H  -2.714  -1.572  7.290  0.30
H  -1.691  -2.929  6.664  0.32
Cl  -6.239  -7.228  -2.064  -0.21
C  -5.153  -7.034  -3.505  -0.41
C  -3.927  -6.152  -3.147  -0.33
Cl  -2.581  -6.577  -4.103  -0.20
H  -5.731  -6.531  -4.281  0.29
H  -4.840  -8.023  -3.838  0.31
H  -3.699  -6.359  -2.101  0.26
H  -4.053  -5.073  -3.238  0.28
Cl  5.289  -1.567  3.020  -0.17
C  6.961  -1.112  2.635  -0.53
C  7.164  0.363  2.746  -0.33
Cl  7.014  0.710  4.487  -0.17
H  7.067  -1.522  1.630  0.29
H  7.629  -1.665  3.295  0.34
H  6.449  0.901  2.125  0.30
H  8.154  0.623  2.372  0.27
Cl  1.873  5.988  2.737  -0.19
C  1.512  4.714  3.917  -0.50
C  1.025  5.377  5.253  -0.37
Cl  2.386  6.271  5.922  -0.15
H  2.405  4.129  4.137  0.31
H  0.906  3.915  3.488  0.33
H  0.732  4.516  5.854  0.26
H  0.130  5.992  5.164  0.32
Cl  4.789  -0.977  -4.216  -0.16
C  5.264  -0.049  -5.649  -0.39
C  6.203  -0.922  -6.548  -0.49
Cl  5.384  -2.436  -7.041  -0.18
H  5.868  0.813  -5.365  0.27
H  4.418  0.355  -6.206  0.31
H  7.108  -1.199  -6.006  0.30
H  6.540  -0.430  -7.460  0.32
Cl  -7.987  -0.329  -2.840  -0.19
C  -8.765  1.250  -2.573  -0.37
C  -7.680  2.289  -2.778  -0.50
Cl  -8.316  3.938  -2.556  -0.20
H  -9.184  1.300  -1.568  0.30
H  -9.583  1.373  -3.282  0.31
H  -7.122  2.222  -3.713  0.35
H  -6.857  2.147  -2.077  0.31
Cl  -2.124  -1.387  -0.040  -0.21
C  -0.625  -0.555  -0.569  -0.42
C  -0.960  0.787  -1.175  -0.38
Cl  0.409  1.819  -1.477  -0.19
H  -0.126  -1.247  -1.247  0.30
H  0.050  -0.384  0.269  0.31
H  -1.592  1.290  -0.443  0.27
H  -1.476  0.615  -2.120  0.31

HOMO-LUMO gap ... 10.539 eV
Spin multiplicity ... 1
Total charge ... 0
F_max ... 2.31 eV Å⁻¹
Calculated total energy ... -10410.1322 Ha
SMILES string ... ClC(Cl)Cl.ClCCCl.ClCCCl.ClCCCl.ClCCCl.ClCCCl.ClCCCl.ClCCCl.ClCCCl.ClCCCl
M ... 1010.02 g/mol

=====

(3)
ORCA calculation (ωB97M-V/def2-TZVPD) on 2 unconnected molecules or ions with the total composition C5H16N3.

Each line ends with the Mulliken charge.
Element x y z (Å)
N  2.107  -2.174  -0.279  -0.59
C  1.444  -1.674  0.918  -0.32
C  0.771  -0.182  1.044  -1.06
N  -0.543  0.336  0.360  -0.17
C  -1.729  -0.385  0.938  -0.19
C  -3.005  0.428  0.905  -1.02
N  0.839  1.807  -1.223  -0.46
C  0.125  1.977  -2.479  -0.64
H  0.222  1.100  -0.648  0.57
H  2.723  -2.865  0.078  0.30
H  1.400  -2.779  -0.756  0.27
H  0.763  -2.402  1.496  0.29
H  2.407  -1.508  1.535  0.33
H  0.569  -0.129  2.132  0.43
H  1.451  0.617  0.939  0.60
H  -3.840  -0.197  0.630  0.33
H  -2.017  -1.331  0.345  0.30
H  -1.635  -0.806  1.991  0.35
H  -3.298  0.812  1.894  0.28
H  -2.750  1.277  0.163  0.27
H  1.752  1.409  -1.321  0.31
H  -0.440  1.018  -2.619  0.24
H  0.789  2.141  -3.359  0.36
H  -0.551  2.886  -2.465  0.23

HOMO-LUMO gap ... 5.132 eV
Spin multiplicity ... 1
ΔE to the lowest compared entry with this formula, charge and spin ... 194.75 kcal per mole
Total charge ... +1
F_max ... 5.64 eV Å⁻¹
Calculated total energy ... -363.8650 Ha
M ... 118.20 g/mol